Entry 1:
Entry from the Open Molecules 2025 dataset: a molecular structure, C15H26AuO2PS2 (the ωB97M-V functional and the def2-TZVPD basis).

XYZ file:
```
47
Properties=species:S:1:pos:R:3:nbo_charge:R:1
S 0.66895 -1.63832 -0.64284 -0.27
H 0.23292 0.58922 -5.26250 0.26
C 1.38191 3.07109 -1.58163 0.17
H 2.12127 -1.48077 2.18777 0.23
H -0.04229 0.02977 4.91943 0.25
H 2.16110 -0.41285 3.58570 0.26
P -0.89689 -1.44369 0.70889 1.87
H 3.37464 2.80786 -0.86149 0.26
C 4.08045 0.46381 -2.11992 -0.67
H 0.44351 4.97535 -1.27161 0.26
C -0.58438 -0.28368 4.02678 -0.65
C 1.09714 4.27721 -0.75093 -0.67
O -0.59338 -1.84035 2.15466 -0.86
C -2.97960 -3.99034 1.71274 -0.65
C -0.31378 1.11746 -4.48464 -0.65
Au 0.34433 0.52081 -1.37196 1.00
H 0.43457 -2.17527 3.85347 0.23
H -0.78517 1.99327 -4.92874 0.26
H -1.10886 0.46490 -4.12446 0.25
H -2.45285 -4.75785 1.14862 0.24
H -1.52322 -0.73079 4.34924 0.24
H -0.53419 3.18302 -2.60373 0.28
H 2.01640 4.78165 -0.46170 0.26
H -2.39341 -3.70859 2.58632 0.22
H 4.85777 1.03513 -1.61788 0.26
C 0.26139 -1.27445 3.27030 0.14
C -3.29839 -2.80117 0.84885 0.14
S -1.18822 0.58448 0.40748 -0.34
H -4.89336 -1.94745 1.96224 0.26
H 1.99561 -0.10114 -3.73287 0.27
C 2.60294 2.41677 -1.51163 -0.30
C 0.37555 2.60350 -2.50290 -0.35
C -3.93069 -1.63202 1.55936 -0.66
C 2.82304 1.24549 -2.24017 0.17
H 3.90027 -0.44749 -1.53986 0.26
O -2.01193 -2.33924 0.16797 -0.85
C 0.62147 1.52991 -3.37975 0.00
H -3.92140 -4.41779 2.05956 0.25
C 1.78149 0.75794 -3.10893 -0.32
H 4.43966 0.15602 -3.10266 0.26
H -0.78384 0.60557 3.42706 0.21
H -3.87530 -3.08989 -0.02559 0.22
C 1.55729 -0.72604 2.73322 -0.65
H 1.39074 0.15051 2.10470 0.21
H -3.32173 -1.30300 2.40526 0.21
H -4.11360 -0.79960 0.88041 0.23
H 0.58207 3.98105 0.16837 0.26
```

Output
Orbital gap: 6.9029 eV
Charge: +2
Calculated total energy: -2010.5660 hartree
Energy above the lowest of the compared OMol25 structures with the same formula, charge and spin: 0.0 kJ/mol
Largest force on an atom: 0.0172 Eh/bohr
2S+1: 1
E_LUMO: -9.28 eV

***

Entry 2:
Entry from the Open Molecules 2025 dataset: 3 unconnected molecules or ions with the total composition C15H26Br2ClNO13S (the ωB97M-V functional and the def2-TZVPD basis).

XYZ file:
```
59
Properties=species:S:1:pos:R:3:nbo_charge:R:1
C -2.67835 -3.08547 -2.47416 -0.35
C 3.34822 5.51958 7.01636 -0.26
C -2.93055 -0.49049 1.36986 -0.64
O 2.00581 5.22157 3.82668 -0.49
C -2.53045 -2.31282 -1.13395 0.57
C -3.61784 -1.18793 -1.02900 -0.31
O -1.33615 -6.94403 -1.52201 -0.23
Cl -0.54432 -3.38773 -4.26802 -0.04
H 5.07065 0.40668 3.52801 0.20
O 3.78345 4.19673 4.77003 -0.65
O 4.49900 0.51983 1.59781 -0.49
H 3.36770 -0.04131 3.25198 0.19
H 2.14248 0.20514 -1.43592 0.22
O 0.78137 -1.26306 -2.26902 -0.91
C 2.85669 4.96558 4.81581 0.98
C -1.53614 -0.97963 -3.50812 -0.54
C -1.97716 -2.43657 -3.71146 0.32
H 2.23067 3.42524 2.79608 0.20
N -0.63505 -6.12637 -1.94920 0.42
O -0.69642 0.56395 -1.57766 -0.93
Br -4.84926 1.14365 0.09877 -0.01
H -3.74747 -3.02164 -2.69092 0.26
H 3.48603 0.75109 -2.44995 0.19
H 4.37516 5.79746 6.78706 0.19
C -3.31060 -0.07276 -0.03683 -0.26
C 4.16380 0.65097 2.98364 -0.26
H -2.43548 -5.05437 -3.29287 0.19
H -1.07309 0.63573 -4.85746 0.23
O 2.50979 5.70117 5.87152 -0.49
O 2.37032 1.06445 1.07205 -0.66
H -3.80106 -0.75491 -2.00847 0.23
O -2.87984 -2.36923 -4.77979 -0.71
C -2.40733 -4.57728 -2.30717 -0.10
H 3.31673 4.48543 7.35401 0.19
O -1.19274 -1.79231 -0.97635 -0.73
H 1.51199 4.78714 1.91307 0.20
C -0.74538 -0.38804 -4.68768 -0.62
H -2.06261 -1.14897 1.37268 0.21
C 2.28181 4.49799 2.62135 -0.26
S -0.53952 -0.78347 -2.03072 2.40
H 3.26426 4.76190 2.23381 0.19
H 0.32354 -0.36991 -4.49188 0.25
H 3.86117 1.67087 3.21483 0.20
Br -5.31205 -2.08425 -0.64675 0.04
H -0.95028 -0.96922 -5.58264 0.25
H -3.28823 -3.23874 -4.90036 0.48
H 2.61335 1.92528 -1.43951 0.19
H -3.75863 -1.00525 1.85779 0.23
H -3.20932 -5.01146 -1.70857 0.21
O -1.13817 -4.78174 -1.69649 -0.45
H -2.56305 0.58404 -0.46819 0.27
O 3.95148 0.64604 -0.48552 -0.49
H -2.44168 -0.38928 -3.38529 0.26
C 3.49659 0.77217 0.75592 0.98
H -1.97017 -3.08484 0.54404 0.50
C 2.97321 0.89938 -1.50349 -0.26
H 2.94555 6.17520 7.78219 0.20
O -2.69015 -3.21082 -0.08977 -0.71
H -2.68227 0.38961 1.95981 0.24
```

Output
Orbital gap: 9.6273 eV
Charge: 0
Calculated total energy: -7626.3464 hartree
Largest force on an atom: 0.0121 Eh/bohr
2S+1: 1
E_LUMO: -0.45 eV

***

Entry 3:
Entry from the Open Molecules 2025 dataset: a molecular structure, C15H26Cl2F4KLi2MgN2O11S2 in a non-equilibrium geometry (the ωB97M-V functional and the def2-TZVPD basis).

XYZ file:
```
66
Properties=species:S:1:pos:R:3:mulliken_charge:R:1
F 5.45889 -0.22269 0.99405 -0.57
C -4.98656 0.17645 -4.90090 0.88
O -3.87955 -5.40768 1.34959 -0.19
N -4.12542 -4.18276 2.02153 -0.29
C 4.44411 -2.12039 -1.59173 -0.39
K -6.38392 -2.16858 0.67959 0.93
C 3.21064 2.51263 2.77680 0.03
H 2.53577 -0.23142 3.14478 0.41
H 0.30317 -4.23054 -0.09248 0.44
H 2.76086 0.03794 0.99521 0.23
H 1.53847 3.50991 0.07255 0.35
O -2.54353 0.93144 1.12858 -0.66
F -5.08416 0.45188 -6.19510 -0.22
H 1.44933 1.54345 4.61404 0.43
H 3.34076 4.46416 1.84390 0.48
H -3.15113 0.34123 0.67402 0.08
C 1.46389 -0.00670 3.12427 -0.60
C -0.60108 -3.85689 0.38406 -0.50
H -5.40330 -4.00227 -5.55907 0.31
S -2.16008 -5.52852 1.35482 0.71
H 1.43041 2.39996 1.82188 0.03
O -5.27062 -1.93764 -3.77115 -0.53
N 1.75320 2.49490 2.77757 -0.18
H -1.09931 -3.04899 2.23348 0.27
H -4.07291 -5.09842 -5.95600 0.38
O -1.80168 -4.55457 0.04364 -0.23
H 0.07440 1.56708 3.52368 0.40
O 2.51217 6.73424 4.67595 -0.91
O -1.78759 -6.84892 0.96079 -0.47
H 4.83002 3.52782 1.84142 0.38
H 3.56767 2.83008 3.76133 0.46
C 1.69438 0.05372 0.77078 -0.48
S -4.15019 -2.13014 0.08876 -0.27
C 2.54840 3.67509 -0.32102 -0.81
F -6.09202 0.60919 -4.32661 -0.21
H -4.51752 -3.78133 -7.05780 0.31
Cl 2.87719 -2.93686 -1.76822 -0.15
C -3.43330 -3.14954 -5.30819 -0.18
C -0.63700 -2.84438 1.26158 -0.04
O 3.80969 7.17657 2.89198 -0.64
O 3.51440 2.94736 0.40907 -0.23
H 3.62484 1.51501 2.56531 0.12
Cl 4.25085 -0.45027 -1.08372 0.07
C -4.42365 -3.32974 1.16147 0.51
H 5.03004 -2.64203 -0.84164 0.26
C 1.15784 1.42528 3.56538 -0.75
H 1.50335 -0.64165 -0.04822 0.35
C 3.74799 3.46041 1.72022 -1.07
Mg -2.16343 1.57901 -5.04231 0.15
O 4.14115 5.35920 3.93879 -0.57
O 0.90676 -0.35253 1.87955 -0.41
H -3.33270 -3.39970 -4.25266 0.28
H 4.95761 -2.14080 -2.54665 0.34
H 2.57332 3.32195 -1.35186 0.25
F -3.94447 0.95695 -4.39851 -0.17
H 1.38921 1.04659 0.42846 0.18
C -4.41264 -4.06524 -6.01038 -1.11
H -2.44761 -3.24342 -5.75814 0.33
C -4.73406 -1.31212 -4.63472 0.38
H 1.00198 -0.67719 3.85592 0.42
O -3.81874 -1.76440 -5.46685 -0.30
Li 3.04516 7.59671 7.41018 0.91
H -0.19517 -1.87560 1.02522 0.03
H 2.77316 4.74608 -0.31728 0.32
Li 1.96921 8.76498 4.97401 0.86
C 3.46304 6.42666 3.85702 0.83
```

Output
Orbital gap: 1.6123 eV
Charge: +1
Calculated total energy: -4454.6223 hartree
Largest force on an atom: 0.1561 Eh/bohr
2S+1: 1
E_LUMO: -6.30 eV

***

Entry 4:
Entry from the Open Molecules 2025 dataset: a molecular structure, C15H26Cl3F6N2O7Y in a non-equilibrium geometry (the ωB97M-V functional and the def2-TZVPD basis).

XYZ file:
```
60
Properties=species:S:1:pos:R:3:mulliken_charge:R:1
C 9.87579 -11.72228 23.22816 0.87
H 19.34486 -5.04930 17.62175 0.45
N 15.34459 -14.32634 15.67199 0.11
H 18.13927 -6.29829 17.36917 0.07
H 15.09354 -10.63634 19.74143 0.11
H 12.97157 -7.89014 23.95888 0.40
F 17.44100 -8.94159 22.68082 -0.21
H 15.43930 -14.36107 13.57404 0.36
H 14.07886 -9.28445 23.80056 0.32
H 14.49157 -5.12620 16.57624 0.35
C 15.21610 -15.73447 16.01610 -0.85
C 18.67650 -5.74002 18.13586 -0.70
F 9.71940 -12.79393 22.47483 -0.23
Y 16.50718 -10.42152 16.93009 1.84
Cl 16.36194 -13.36509 22.53408 -0.09
F 10.63648 -12.07671 24.27971 -0.23
H 16.00061 -4.62540 17.43521 0.38
C 15.52837 -13.44379 20.98057 0.32
O 15.06762 -12.19872 16.35965 -0.74
H 18.05275 -5.12805 18.78742 0.20
Cl 13.87594 -12.85809 21.27557 -0.04
H 11.83045 -8.48588 21.91642 0.36
H 20.30892 -7.04394 18.47462 0.39
O 11.74793 -10.18131 23.00292 -0.24
H 14.59403 -5.88561 20.23465 0.30
H 14.12983 -13.79944 17.18724 0.44
O 10.15521 -10.15313 21.38965 -0.52
O 18.90107 -7.76888 19.65594 -0.33
F 16.07285 -9.01745 21.10474 -0.21
H 17.11191 -14.16697 14.35965 0.37
C 12.52030 -9.24120 22.29286 0.10
C 19.48398 -6.60880 19.03873 -0.49
F 18.01294 -10.20191 20.92975 -0.24
H 14.87413 -15.94460 17.02951 0.31
H 13.50428 -5.14260 19.01119 0.40
O 15.26596 -10.73171 18.78451 -0.39
H 16.19506 -16.17513 15.82751 0.32
O 15.73713 -8.33112 17.63767 -0.54
H 14.75355 -7.99008 19.36829 0.37
H 13.07976 -9.73230 21.49666 0.01
C 15.40911 -5.46068 17.06033 -1.00
C 15.11893 -7.59648 18.40715 0.06
Cl 15.65432 -15.09367 20.17329 -0.15
H 15.10122 -4.48917 19.27501 0.36
H 14.13105 -8.02186 22.60332 0.19
H 16.01233 -12.76735 20.27608 -0.06
C 14.83828 -13.37712 16.45790 0.25
C 14.53106 -5.41788 19.25211 -0.99
H 16.04655 -6.05207 16.40303 0.28
C 18.06323 -7.66768 20.74397 0.36
H 15.96355 -12.95810 14.29042 0.25
O 17.72971 -6.59297 21.12790 -0.49
C 17.42596 -9.02212 21.32104 0.90
H 14.61829 -16.17396 15.21763 0.35
C 13.45648 -8.57149 23.25979 -1.12
H 19.98413 -5.99174 19.78518 0.35
N 15.04472 -6.25303 18.22602 0.25
C 10.59207 -10.68807 22.38578 0.29
C 16.03194 -14.03702 14.42953 -0.98
F 8.66567 -11.30122 23.69872 -0.23
```

Output
Orbital gap: 5.9534 eV
Charge: +2
Calculated total energy: -3240.9025 hartree
Energy above the lowest of the compared OMol25 structures with the same formula, charge and spin: 251.8 kJ/mol
Largest force on an atom: 0.1387 Eh/bohr
2S+1: 1
E_LUMO: -8.82 eV

***

Entry 5:
Entry from the Open Molecules 2025 dataset: a single C15H26ClNO2 molecule in a non-equilibrium geometry (the ωB97M-V functional and the def2-TZVPD basis).

XYZ file:
```
45
Properties=species:S:1:pos:R:3:nbo_charge:R:1
H -3.05902 1.07744 0.63099 0.22
H -0.75376 0.40172 -3.62955 0.27
H 1.34683 1.45721 -0.05837 0.20
C -0.35032 -0.44354 1.11913 -0.41
H 4.61666 -1.56494 4.29166 0.19
C -2.68810 2.15154 -4.00736 -0.40
C -1.79736 -0.84977 -4.92906 0.28
H -2.58943 1.99818 -5.06279 0.23
H 3.26194 0.17923 4.31772 0.20
H 2.79665 2.07257 1.58134 0.21
C 1.00293 -0.65123 0.33187 -0.38
C -2.84577 -1.16812 0.79607 -0.38
C 2.50300 0.99678 1.61803 -0.39
O -2.90981 0.96333 -1.81609 -0.49
H -0.70999 0.55332 0.94179 0.20
H -1.52822 -1.10702 -2.88131 0.27
C 3.62526 0.06220 2.09857 -0.38
H 4.47042 1.28876 3.52183 0.19
C 5.11721 -0.62497 4.00111 -0.60
H -3.80826 0.44285 -3.63022 0.23
Cl -1.25320 3.04788 -3.54901 -0.04
H 5.62376 -0.96762 3.10844 0.20
H -1.28672 -1.50665 -0.50956 0.18
H -3.35412 -2.07442 0.45217 0.22
C -1.63083 -0.24562 -3.61759 -0.56
H -0.11737 -0.55008 2.19756 0.20
H -4.46496 -0.01070 0.74935 0.24
O -4.45337 -0.68614 -1.69340 -0.61
H 4.54392 0.23552 1.42514 0.19
C -3.50085 0.10571 0.26875 -0.51
H 0.75372 -0.84932 -0.71240 0.19
H -3.56872 2.63274 -3.64313 0.23
H 1.54100 -1.64915 0.67704 0.20
C -1.34575 -1.52307 0.58236 -0.38
H -3.03601 -1.09949 1.86810 0.20
H 5.75780 -0.27200 4.80842 0.22
C 4.03280 0.28063 3.56575 -0.40
N -1.93266 -1.35204 -5.95212 -0.30
C 1.90112 0.60490 0.28858 -0.40
H 1.71017 0.78105 2.35955 0.19
H -1.09346 -2.49414 0.95393 0.21
H 3.33706 -0.92512 1.99449 0.19
H 2.71204 0.40432 -0.34961 0.20
C -3.75545 0.18498 -1.22390 0.79
C -2.82076 0.69230 -3.28427 0.10
```

Output
Orbital gap: 11.1219 eV
Charge: 0
Calculated total energy: -1252.5225 hartree
Energy above the lowest of the compared OMol25 structures with the same formula, charge and spin: 153.8 kJ/mol
Largest force on an atom: 0.0914 Eh/bohr
2S+1: 1
E_LUMO: 0.61 eV

***

Entry 6:
Entry from the Open Molecules 2025 dataset: a molecular structure, C15H27AsClN4O2PdSbSe4 (the ωB97M-V functional and the def2-TZVPD basis).

XYZ file:
```
56
Properties=species:S:1:pos:R:3:nbo_charge:R:1
O 1.18731 -2.78919 0.38519 -0.74
N 2.22728 0.69920 3.49576 -0.81
H 1.20393 -1.19809 -1.31500 0.41
Se 0.77176 5.05249 -3.01778 -0.89
Pd -0.07390 0.64855 0.04336 0.46
H -5.05600 -2.58567 -4.87994 0.20
N 1.53126 -0.37776 -0.81124 -0.79
H 4.44579 1.02483 0.18278 0.23
Se 1.21720 3.68336 2.31978 -0.65
Cl -1.84469 1.47818 1.32887 -0.60
H 3.55058 -1.10543 2.59517 0.46
C 4.89786 0.03349 0.29707 -0.42
H 1.79670 -0.20456 3.33967 0.43
H 3.92754 -0.98911 -1.34299 0.22
As -1.65793 -0.99889 -0.65074 1.15
C -6.16224 -2.71450 -3.04424 -0.25
H 4.26503 -2.01255 0.03946 0.20
H 3.25351 2.83424 2.87583 0.43
C 2.47339 -0.78081 0.23856 -0.21
C 1.94609 -2.02196 0.99159 0.79
H -2.04459 -2.90317 -2.27205 0.22
C -5.27915 -1.42094 -1.21694 -0.25
H 5.77366 -1.18569 1.83777 0.20
H 6.01830 0.52502 2.10220 0.18
C -4.22643 -0.96482 -2.01138 0.09
H 4.75576 2.19407 2.29094 0.39
H -3.54608 0.59448 -0.67005 0.27
C -5.12248 -2.26345 -3.84754 -0.20
H 1.92081 0.26037 -1.50390 0.43
H -6.90948 -3.38987 -3.44345 0.20
C 3.46291 0.84199 3.00847 0.69
H 2.48099 0.04767 0.93156 0.23
H -2.78209 -1.45578 1.52833 0.25
H -1.62376 -2.74453 1.09987 0.25
H 1.62918 1.53873 3.43123 0.44
C -1.17544 -2.30440 -1.99837 -1.00
H -3.35588 -1.04330 -3.96416 0.23
H -3.24739 -2.72427 0.34828 0.21
H 5.82115 0.03010 -0.29040 0.20
H -0.40253 -2.93879 -1.56706 0.26
Se 1.53828 2.53436 0.28609 -0.40
C -3.17753 -0.05990 -1.45850 -0.80
C -4.16612 -1.39825 -3.33693 -0.25
N 4.16333 -0.25679 2.69180 -0.64
Se 0.10326 1.16767 -3.34251 -1.04
H -7.04671 -2.62591 -1.09012 0.20
H -2.70976 0.55205 -2.23227 0.28
C -6.23706 -2.28660 -1.72570 -0.22
C 5.28438 -0.21199 1.76245 -0.22
C -2.43144 -2.11106 0.73275 -0.99
H -0.79723 -1.75962 -2.86350 0.26
C 3.92201 -1.01376 -0.25123 -0.41
Sb -0.34540 3.18618 -1.95526 0.76
N 3.97430 2.07549 2.91263 -0.83
H -5.34229 -1.08422 -0.18826 0.21
O 2.38684 -2.15217 2.17540 -0.81
```

Output
Orbital gap: 5.2213 eV
Charge: -2
Calculated total energy: -13627.3775 hartree
Energy above the lowest of the compared OMol25 structures with the same formula, charge and spin: 82.0 kJ/mol
Largest force on an atom: 0.0073 Eh/bohr
2S+1: 1
E_LUMO: 4.21 eV